1.
Molecular formula: C3H4NO3
Method: DFT, wB97M-V/def2-TZVPD

```
! RIJCOSX wB97M-V def2-TZVPD def2/J DEFGRID3
* xyz -1 1
O 1.3426 2.7310 -0.3960
C 0.6224 1.7852 -0.2223
C -0.3995 1.0691 -0.0146
C -0.6135 -0.3389 -0.5601
O 0.3561 -0.8146 -1.3801
N 1.4943 -0.1374 -1.7349
O 2.4733 -0.5199 -0.7039
H -1.2235 1.4360 0.6333
H -0.6822 -1.1652 0.2567
H -1.5622 -0.4001 -1.0176
H 2.2615 0.0982 0.0240
*
```

SMILES: O=C=CCO[N-]O
HOMO-LUMO gap (alpha / beta), eV: 6.08 / 6.08

2.
Molecular formula: C31H89N7O16
Method: DFT, wB97M-V/def2-TZVPD

```
! RIJCOSX wB97M-V def2-TZVPD def2/J DEFGRID3
* xyz 0 1
C -7.2819 -4.5408 -4.9591
O -5.9541 -4.6658 -4.6844
C -5.1259 -3.9388 -5.5869
C -3.6230 -3.9663 -5.1778
N -2.9124 -2.6968 -5.4566
C -3.0337 -1.5936 -4.5188
C -2.2968 -0.3815 -5.0647
O -2.1120 0.5682 -3.9856
C -1.0372 0.3834 -3.1343
H -7.4884 -4.1471 -5.9544
H -7.7797 -3.7988 -4.3348
H -7.6884 -5.4964 -4.6279
H -5.4228 -2.9082 -5.7811
H -5.2559 -4.3914 -6.5699
H -3.1240 -4.7573 -5.7377
H -3.5386 -4.2901 -4.1404
H -3.0651 -2.3704 -6.4002
H -2.5492 -1.9704 -3.6180
H -4.0989 -1.4796 -4.3181
H -2.8645 0.1933 -5.7965
H -1.2976 -0.5581 -5.4629
H -1.0916 1.2101 -2.4259
H -0.0731 0.5524 -3.6138
H -1.0800 -0.5708 -2.6092
C -6.4632 -5.1018 4.0170
O -5.5027 -5.2177 2.9985
C -5.6387 -6.2380 2.0127
C -6.4257 -5.6161 0.8076
N -5.4306 -4.9442 -0.0041
C -6.0140 -3.7144 -0.6197
C -4.9477 -2.7899 -1.1233
O -4.3460 -2.1768 -0.0597
C -3.2171 -1.3631 -0.3975
H -6.3595 -4.3020 4.7504
H -6.2132 -5.9200 4.6923
H -7.4448 -5.3410 3.6078
H -6.0649 -7.1152 2.4995
H -4.6069 -6.3780 1.6905
H -7.2519 -4.9977 1.1584
H -6.9497 -6.4188 0.2888
H -4.9266 -4.4819 0.7391
H -6.6611 -3.0512 -0.0456
H -6.5834 -4.0116 -1.5004
H -5.4189 -2.0216 -1.7364
H -4.3952 -3.4892 -1.7508
H -2.5769 -1.7775 -1.1763
H -2.5981 -1.2484 0.4923
H -3.5718 -0.3764 -0.6953
C 3.2495 5.4538 -0.7364
O 3.9048 5.1938 -1.8389
C 5.2887 5.4955 -1.7038
C 5.8538 4.3808 -0.7956
N 5.5896 3.0378 -1.2575
C 6.6554 2.5071 -2.0422
C 6.2594 1.0937 -2.6377
O 7.1585 1.0087 -3.7699
C 6.8883 -0.2386 -4.4630
H 3.0340 6.5108 -0.5801
H 3.6611 5.1015 0.2095
H 2.2311 5.0835 -0.8534
H 5.4416 6.5055 -1.3236
H 5.8518 5.3919 -2.6313
H 5.4982 4.3370 0.2339
H 6.9236 4.5457 -0.6678
H 4.7058 2.9568 -1.7397
H 7.5439 2.2734 -1.4556
H 6.9463 3.1165 -2.8979
H 5.3288 1.2196 -3.1910
H 6.2884 0.2450 -1.9543
H 7.1325 -1.1334 -3.8905
H 7.6066 -0.4403 -5.2576
H 5.9014 -0.2012 -4.9242
C 3.6097 -0.3378 1.1481
O 2.3936 -1.0506 1.0683
C 2.3238 -2.3834 0.6617
C 1.1002 -3.1165 1.3003
N 1.0984 -4.4986 0.8535
C -0.0116 -5.2831 1.2536
C -1.2805 -5.3119 0.3310
O -0.9181 -5.6152 -1.0000
C -1.8367 -5.0493 -1.9712
H 4.3692 -0.7688 1.8004
H 3.3773 0.6947 1.4088
H 4.0892 -0.2329 0.1749
H 3.2100 -2.8955 1.0365
H 2.5075 -2.6334 -0.3832
H 0.1626 -2.6207 1.0490
H 1.2521 -3.0653 2.3785
H 1.0487 -4.5943 -0.1507
H -0.1891 -5.2041 2.3262
H 0.5126 -6.2349 1.1670
H -1.7304 -4.3196 0.3640
H -2.0303 -6.0402 0.6399
H -1.6783 -5.4343 -2.9786
H -1.5526 -3.9994 -2.0434
H -2.8870 -5.1092 -1.6858
C 3.7014 8.2289 7.9827
O 3.7780 7.5497 6.7423
C 2.8667 6.4787 6.5006
C 3.4163 5.4711 5.4248
N 3.5937 4.1028 6.0141
C 4.2134 3.2106 5.0663
C 3.1251 2.4204 4.2561
O 2.0760 1.8233 5.0029
C 1.2850 0.9001 4.1870
H 2.6942 8.6345 8.0786
H 4.4460 9.0158 8.1032
H 3.9659 7.4538 8.7019
H 1.9910 7.0879 6.2763
H 2.7297 5.8384 7.3720
H 4.3952 5.8515 5.1328
H 2.8616 5.4469 4.4868
H 2.6673 3.7630 6.2298
H 4.7191 2.3770 5.5536
H 4.9132 3.8184 4.4928
H 3.6778 1.5776 3.8411
H 2.7242 3.1022 3.5062
H 0.6859 1.3277 3.3831
H 0.5002 0.4790 4.8154
H 1.7927 0.0032 3.8321
N -0.6051 2.8235 0.3061
C 0.3691 2.0415 0.0242
N 0.2565 0.8468 0.6020
O 1.2684 2.2804 -0.7020
H -1.2525 2.5100 1.0151
H -0.7576 3.7163 -0.1409
H -0.5771 0.6385 1.1329
H 1.0582 0.2432 0.7161
O -2.0163 0.9659 2.2831
H -2.5248 1.7769 2.2856
H -2.4719 0.3952 2.9020
O -1.1916 4.9975 -1.5617
H -2.0282 4.6146 -1.8257
H -1.3661 5.9367 -1.5010
O 3.1489 0.9309 -2.3109
H 3.6487 0.4359 -1.6617
H 2.5122 1.4270 -1.7962
O 1.7384 3.6716 -2.9486
H 1.3656 3.2834 -2.1571
H 2.3448 4.3384 -2.6261
O -2.8248 3.5454 2.3341
H -3.4354 4.1317 2.7809
H -1.9584 3.8530 2.6005
*
```

SMILES: COCCNCCOC.COCCNCCOC.COCCNCCOC.COCCNCCOC.COCCNCCOC.NC(N)=O.O.O.O.O.O
HOMO-LUMO gap, eV: 7.96

Energy above the lowest of the compared OMol25 structures with the same formula, charge and spin across the listed records, respectively: 738.9; 481.6 kJ/mol.